Record 1
DFT (wB97M-V/def2-TZVPD) results for a cluster of 7 separate species, C63H133N7O7 in total in a non-equilibrium geometry.

For the energy relative to the best compared isomer or geometry (same formula, charge and spin), the calculation gives 745.2 kJ/mol. The SMILES is CC1(C)CCCC(C)(C)N1O.CC1(C)CCCC(C)(C)N1O.CC1(C)CCCC(C)(C)N1O.CC1(C)CCCC(C)(C)N1O.CC1(C)CCCC(C)(C)N1O.CC1(C)CCCC(C)(C)N1O.CC1(C)CCCC(C)(C)N1O. The HOMO-LUMO gap is 8.1287 eV.

Atoms and positions in Å:
C: 14.136 -7.839 32.150
C: 15.361 -7.572 31.258
C: 15.224 -8.497 29.994
C: 16.001 -8.206 28.667
C: 15.739 -6.740 28.283
C: 15.943 -5.625 29.480
N: 15.249 -6.162 30.747
O: 15.183 -5.188 31.819
C: 17.437 -5.214 29.824
C: 15.209 -4.405 28.998
C: 16.703 -7.704 31.949
H: 14.047 -8.907 32.348
H: 13.207 -7.458 31.727
H: 14.309 -7.281 33.070
H: 15.473 -9.519 30.277
H: 14.197 -8.661 29.666
H: 15.712 -8.850 27.836
H: 17.060 -8.366 28.871
H: 14.718 -6.685 27.907
H: 16.414 -6.444 27.480
H: 17.492 -4.471 30.620
H: 17.962 -6.102 30.173
H: 18.015 -4.820 28.989
H: 15.205 -4.288 27.914
H: 14.191 -4.393 29.388
H: 15.691 -3.567 29.502
H: 17.528 -7.929 31.272
H: 16.635 -8.514 32.675
H: 17.063 -6.870 32.552
H: 14.269 -5.279 32.098
C: 28.174 -2.998 11.133
C: 27.635 -3.384 12.542
C: 26.954 -4.759 12.371
C: 26.470 -5.276 13.651
C: 27.775 -5.538 14.527
C: 28.630 -4.319 14.750
N: 28.775 -3.485 13.531
O: 29.487 -2.361 13.716
C: 27.978 -3.443 15.904
C: 30.038 -4.798 15.207
C: 26.597 -2.293 12.992
H: 28.559 -1.980 11.200
H: 27.474 -3.082 10.302
H: 29.002 -3.651 10.855
H: 26.225 -4.590 11.578
H: 27.632 -5.523 11.990
H: 26.097 -6.283 13.469
H: 25.644 -4.748 14.127
H: 28.272 -6.483 14.309
H: 27.185 -5.704 15.429
H: 27.819 -4.075 16.777
H: 28.622 -2.588 16.111
H: 27.066 -2.977 15.530
H: 30.731 -3.966 15.337
H: 29.984 -5.415 16.104
H: 30.487 -5.339 14.373
H: 26.072 -1.981 12.089
H: 27.153 -1.416 13.326
H: 25.878 -2.643 13.733
H: 30.219 -2.350 13.095
C: 24.771 -11.522 33.496
C: 23.801 -10.653 32.588
C: 24.496 -9.335 32.041
C: 25.476 -9.638 30.849
C: 24.566 -10.287 29.780
C: 23.953 -11.652 30.185
N: 23.180 -11.385 31.476
O: 22.372 -12.567 31.918
C: 22.850 -11.916 29.052
C: 25.028 -12.761 30.214
C: 22.705 -10.161 33.558
H: 25.538 -12.022 32.906
H: 24.353 -12.341 34.080
H: 25.276 -10.850 34.191
H: 23.827 -8.506 31.811
H: 25.097 -8.885 32.831
H: 26.172 -10.385 31.229
H: 26.117 -8.799 30.579
H: 25.250 -10.480 28.954
H: 23.929 -9.541 29.303
H: 23.295 -11.866 28.059
H: 22.282 -12.846 29.044
H: 22.234 -11.017 29.051
H: 25.423 -12.916 29.210
H: 25.948 -12.431 30.697
H: 24.620 -13.702 30.583
H: 21.951 -9.568 33.041
H: 23.132 -9.655 34.424
H: 22.008 -10.976 33.755
H: 23.051 -12.908 32.505
C: 29.274 -15.379 22.571
C: 29.479 -13.968 22.000
C: 30.759 -13.401 22.717
C: 31.305 -12.040 22.061
C: 31.666 -12.426 20.630
C: 30.509 -13.064 19.719
N: 29.746 -14.073 20.563
O: 28.718 -14.715 19.929
C: 29.706 -11.937 19.116
C: 31.263 -13.898 18.687
C: 28.253 -13.099 22.282
H: 28.317 -15.853 22.355
H: 29.508 -15.246 23.627
H: 30.037 -16.000 22.101
H: 30.509 -13.132 23.743
H: 31.655 -14.002 22.870
H: 32.182 -11.634 22.565
H: 30.514 -11.291 22.085
H: 32.543 -13.073 20.631
H: 31.810 -11.465 20.135
H: 28.797 -12.160 18.558
H: 29.447 -11.144 19.818
H: 30.314 -11.500 18.324
H: 31.942 -13.372 18.017
H: 31.751 -14.794 19.069
H: 30.392 -14.250 18.134
H: 28.046 -12.904 23.334
H: 27.406 -13.656 21.880
H: 28.367 -12.101 21.859
H: 29.032 -15.603 19.743
C: 19.521 -6.558 9.851
C: 18.418 -5.759 10.660
C: 16.944 -5.875 10.125
C: 16.299 -7.162 10.541
C: 16.309 -7.250 12.100
C: 17.685 -7.144 12.744
N: 18.413 -6.064 12.088
O: 19.710 -5.963 12.586
C: 17.413 -6.737 14.205
C: 18.323 -8.592 12.760
C: 18.715 -4.196 10.433
H: 20.535 -6.479 10.244
H: 19.521 -6.306 8.791
H: 19.415 -7.643 9.883
H: 16.360 -5.096 10.614
H: 16.840 -5.741 9.048
H: 16.590 -8.131 10.135
H: 15.260 -7.005 10.251
H: 15.877 -8.232 12.289
H: 15.635 -6.492 12.501
H: 16.548 -7.289 14.573
H: 18.246 -6.931 14.880
H: 17.338 -5.657 14.335
H: 18.913 -8.881 13.630
H: 17.683 -9.455 12.578
H: 19.032 -8.724 11.944
H: 18.101 -3.608 11.115
H: 18.478 -3.869 9.421
H: 19.738 -3.975 10.739
H: 19.696 -5.149 13.095
C: 20.281 -8.436 23.046
C: 21.462 -7.496 22.769
C: 22.765 -8.312 23.081
C: 24.033 -7.579 22.462
C: 23.847 -7.349 20.977
C: 22.505 -6.563 20.617
N: 21.404 -7.260 21.290
O: 20.237 -6.681 20.870
C: 22.633 -5.063 21.019
C: 22.500 -6.725 19.034
C: 21.386 -6.293 23.629
H: 19.461 -7.790 23.361
H: 20.667 -9.158 23.765
H: 19.893 -9.076 22.253
H: 22.879 -8.565 24.135
H: 22.700 -9.216 22.476
H: 24.849 -8.298 22.529
H: 24.209 -6.667 23.033
H: 24.037 -8.223 20.353
H: 24.637 -6.662 20.675
H: 21.622 -4.711 21.226
H: 23.189 -5.010 21.955
H: 23.095 -4.467 20.231
H: 22.029 -7.697 18.889
H: 21.917 -5.954 18.530
H: 23.459 -6.700 18.517
H: 20.760 -5.507 23.208
H: 22.358 -5.860 23.867
H: 20.975 -6.592 24.593
H: 19.981 -7.272 20.158
C: 24.984 2.371 27.913
C: 24.703 2.687 26.369
C: 25.759 1.921 25.432
C: 25.296 0.617 24.657
C: 23.763 0.796 24.320
C: 22.874 1.168 25.530
N: 23.329 2.516 25.993
O: 22.411 3.120 26.807
C: 21.453 1.276 24.870
C: 22.792 -0.006 26.613
C: 24.986 4.198 26.223
H: 25.963 2.724 28.238
H: 25.026 1.303 28.124
H: 24.326 2.909 28.595
H: 26.217 2.656 24.769
H: 26.530 1.556 26.109
H: 25.419 -0.313 25.213
H: 25.791 0.485 23.695
H: 23.351 -0.106 23.868
H: 23.761 1.599 23.583
H: 20.718 1.501 25.643
H: 21.344 2.009 24.071
H: 21.266 0.255 24.537
H: 22.616 0.265 27.654
H: 22.060 -0.754 26.307
H: 23.779 -0.452 26.733
H: 24.427 4.630 25.393
H: 26.035 4.291 25.942
H: 24.822 4.674 27.189
H: 22.170 3.819 26.195

=====

Record 2
DFT (wB97M-V/def2-TZVPD) results for an isolated molecule of C4H6INO in a non-equilibrium geometry.

For the energy relative to the best compared isomer or geometry (same formula, charge and spin), the calculation gives 253.8 kJ/mol. The SMILES is C[C@@H]1CC(=O)N1I. The HOMO-LUMO gap is 8.2795 eV.

Atoms and positions in Å:
C: 0.676 -1.630 0.088
C: -0.550 -1.027 -0.466
C: 0.000 0.394 -0.347
C: -0.771 1.288 0.529
N: 1.217 -0.055 0.208
O: 1.254 -2.591 0.461
I: 3.086 0.873 -0.024
H: -0.831 -1.509 -1.525
H: -1.407 -1.342 0.141
H: -0.050 0.792 -1.373
H: -0.027 2.016 0.901
H: -1.124 0.900 1.406
H: -1.473 1.891 0.001

=====

Record 3
DFT (wB97M-V/def2-TZVPD) results for a structure of composition C20H43O2P3Pm in a non-equilibrium geometry.

The spin multiplicity is 5. Its expectation value of S² is 6.008. As for the charge: +3. For the energy relative to the best compared isomer or geometry (same formula, charge and spin), the calculation gives 1.6 kJ/mol. The HOMO-LUMO gap (alpha / beta) is 7.3354 / 7.6358 eV.

Atoms and positions in Å:
Pm: 0.229 -0.077 -0.025
P: 1.332 1.443 1.927
P: -1.227 -1.231 2.500
P: 1.585 -0.030 -2.636
H: -3.556 -1.079 -0.313
C: -3.184 -1.290 -1.320
C: -2.659 -2.495 -1.629
H: -2.614 -3.331 -0.916
C: 0.443 2.972 2.319
C: 1.961 0.794 3.488
C: 2.866 2.171 1.276
C: -2.336 -2.650 2.142
C: -0.300 -1.921 3.941
C: -2.419 -0.161 3.423
C: 0.990 -1.245 -3.889
C: 3.329 -0.603 -2.775
C: 1.640 1.501 -3.611
H: -3.142 -0.457 -2.024
H: -2.204 -2.712 -2.611
H: 1.165 3.795 2.453
H: -0.209 2.839 3.189
H: -0.191 3.239 1.455
H: 2.678 1.515 3.926
H: 2.471 -0.144 3.251
H: 1.136 0.524 4.155
H: 3.188 2.964 1.975
H: 2.704 2.545 0.256
H: 3.609 1.369 1.231
H: -3.120 -2.717 2.913
H: -1.778 -3.595 2.169
H: -2.806 -2.538 1.152
H: -0.891 -1.824 4.869
H: 0.629 -1.353 4.079
H: -0.045 -2.980 3.779
H: -2.958 -0.748 4.184
H: -3.151 0.255 2.716
H: -1.868 0.650 3.918
H: 1.102 -0.822 -4.902
H: -0.038 -1.548 -3.667
H: 1.587 -2.156 -3.824
H: 3.792 -0.235 -3.711
H: 3.344 -1.700 -2.791
H: 3.921 -0.315 -1.897
H: 2.081 1.324 -4.599
H: 2.245 2.243 -3.059
H: 0.627 1.930 -3.741
C: -1.687 2.774 -1.266
C: -1.860 3.925 -0.451
C: -2.138 5.106 -1.132
C: -2.365 5.095 -2.514
C: -2.234 3.919 -3.264
C: -1.879 2.720 -2.636
O: -1.301 1.514 -0.647
H: -1.689 1.387 0.251
H: -1.797 3.901 0.638
H: -2.104 6.048 -0.551
H: -2.601 6.039 -3.010
H: -2.389 3.919 -4.338
H: -1.781 1.762 -3.160
C: 1.195 -4.206 1.539
C: 1.401 -3.433 0.302
C: 2.073 -4.110 -0.835
O: 0.961 -2.253 0.135
H: 1.607 -5.220 1.399
H: 0.127 -4.275 1.766
H: 1.732 -3.790 2.398
H: 1.367 -4.207 -1.683
H: 3.012 -3.617 -1.174
H: 2.392 -5.115 -0.515